Entry A
Entry from OMol25: a gas-phase ion, C3H7NOS (charge -2) (wB97M-V/def2-TZVPD).

Last columns: bonded neighbours and bond lengths (Å).
Element x y z (Å)
1 C 0.3202 -0.5964 0.2397  C2 1.567, N4 1.456, H7 1.097, H8 1.094
2 C 0.8289 0.6075 -0.6246  C1 1.567, S3 1.836, H9 1.100, H10 1.079
3 S 2.4080 0.2072 -1.4705  C2 1.836
4 N -0.8492 -0.4436 1.0939  C1 1.456, C5 1.499, H11 1.012
5 C -2.0842 0.2798 0.6493  N4 1.499, O6 1.332, H12 1.117, H13 1.115
6 O -3.0796 0.2017 1.5313  C5 1.332
7 H 0.1842 -1.3907 -0.5052  C1 1.097
8 H 1.1480 -0.8842 0.8949  C1 1.094
9 H 0.7813 1.4727 0.0527  C2 1.100
10 H 0.1460 0.7506 -1.4475  C2 1.079
11 H -0.5659 -0.1205 2.0105  N4 1.012
12 H -2.3944 -0.2881 -0.2608  C5 1.117
13 H -1.7706 1.3326 0.4607  C5 1.115

Output
* total charge: -2
* Kohn-Sham gap: 5.454 eV
* E_LUMO: 6.1 eV
* M: 105.162 g/mol
* E_HOMO: 0.0239 hartree
* structure (SMILES): [O-]CNCC[S-]


Entry B
Entry from OMol25: a gas-phase ion, C3H7NOS (charge -2) (wB97M-V/def2-TZVPD).

Last columns: bonded neighbours and bond lengths (Å).
Element x y z (Å)
1 C -0.0754 -0.5128 0.5633  C2 1.550, N4 1.473, H7 1.098, H8 1.080
2 C -0.3930 -0.1759 -0.9157  C1 1.550, S3 1.849, H9 1.081, H10 1.089
3 S -0.8084 -1.6058 -2.0116  C2 1.849
4 N 1.0848 0.1766 1.1538  C1 1.473, C5 1.492, H11 1.021
5 C 0.7582 1.4278 1.8988  N4 1.492, O6 1.323, H12 1.132, H13 1.125
6 O -0.0186 2.3337 1.3282  C5 1.323
7 H 0.1568 -1.5850 0.5216  C1 1.098
8 H -0.9570 -0.3289 1.1598  C1 1.080
9 H -1.1944 0.5444 -1.0006  C2 1.081
10 H 0.4740 0.3120 -1.3583  C2 1.089
11 H 1.6532 0.4159 0.3401  N4 1.021
12 H 0.3563 1.0470 2.8861  C5 1.132
13 H 1.7827 1.7986 2.1786  C5 1.125

Output
* total charge: -2
* Kohn-Sham gap: 5.532 eV
* E_LUMO: 6.3 eV
* M: 105.162 g/mol
* E_HOMO: 0.0266 hartree
* structure (SMILES): [O-]CNCC[S-]


Entry C
Entry from OMol25: a gas-phase ion, C3H7NOS (charge -2) (wB97M-V/def2-TZVPD).

Last columns: bonded neighbours and bond lengths (Å).
Element x y z (Å)
1 C 0.4893 0.0293 0.4952  C2 1.687, N4 1.462, H7 1.178, H8 1.075
2 C 1.7449 0.6348 -0.4543  C1 1.687, S3 1.775, H9 1.035, H10 1.038
3 S 2.4820 -0.4534 -1.6469  C2 1.775
4 N -0.6928 0.1455 -0.3569  C1 1.462, C5 1.454, H11 0.988
5 C -1.8827 -0.4212 0.2580  N4 1.454, O6 1.326, H12 1.153, H13 1.174
6 O -2.0024 -0.3473 1.5765  C5 1.326
7 H 0.8283 -0.9903 0.9788  C1 1.178
8 H 0.2775 0.6885 1.3181  C1 1.075
9 H 2.4622 0.8130 0.2708  C2 1.035
10 H 1.6689 1.5991 -0.8315  C2 1.038
11 H -0.5224 -0.0812 -1.3035  N4 0.988
12 H -1.9491 -1.5208 -0.0813  C5 1.153
13 H -2.9037 -0.0961 -0.2230  C5 1.174

Output
* total charge: -2
* Kohn-Sham gap: 5.202 eV
* E_LUMO: 6.3 eV
* M: 105.162 g/mol
* E_HOMO: 0.0408 hartree
* structure (SMILES): [O-]CNCC[S-]


If you had to bet on the most stable structure above, which would it be? Bet on entry B.